Molecular formula: C60H95ClN14O5
Method: DFT, the ωB97M-V functional and the def2-TZVPD basis

```
! RIJCOSX wB97M-V def2-TZVPD def2/J DEFGRID3
* xyz 0 1
C -0.376 2.363 2.370
C -1.070 1.006 2.366
N -0.473 -0.045 1.327
C -1.434 -1.218 1.158
C -0.384 0.580 -0.177
C -1.448 1.425 -0.813
C 0.971 -0.586 1.863
C 1.841 -1.304 0.782
O 2.509 -0.218 0.189
C 3.305 -0.514 -1.029
H 0.624 2.306 2.800
H -0.906 3.107 2.964
H -0.294 2.951 1.456
H -2.152 1.085 2.262
H -0.956 0.480 3.314
H -0.932 -1.937 0.509
H -2.213 -0.819 0.509
H -1.687 -1.740 2.080
H 0.037 -0.166 -0.851
H 0.370 1.346 0.003
H -2.231 0.830 -1.283
H -0.980 1.853 -1.700
H -1.826 2.235 -0.188
H 0.517 -1.208 2.634
H 1.400 0.327 2.276
H 1.288 -1.880 0.040
H 2.565 -2.017 1.174
H 3.645 0.358 -1.588
H 2.881 -1.051 -1.877
H 4.143 -1.176 -0.809
Cl -1.109 -4.733 -0.176
O 0.304 -4.373 -0.007
O -1.191 -5.883 -1.030
O -1.610 -5.155 1.089
O -1.889 -3.693 -0.823
C 4.518 -5.161 0.141
C 5.283 -5.720 1.294
C 4.470 -5.549 2.571
C 4.317 -4.212 3.101
N 4.172 -3.158 3.571
H 3.650 -5.743 -0.169
H 5.107 -5.029 -0.767
H 4.182 -4.130 0.247
H 6.293 -5.341 1.454
H 5.547 -6.748 1.044
H 5.060 -6.105 3.300
H 3.554 -6.139 2.543
C 3.629 -4.402 -3.361
C 4.028 -4.709 -4.827
C 5.012 -5.815 -4.883
C 5.858 -6.044 -3.634
N 6.454 -6.230 -2.666
H 2.913 -3.581 -3.401
H 4.433 -4.117 -2.682
H 3.190 -5.223 -2.794
H 4.466 -3.772 -5.171
H 3.162 -5.021 -5.410
H 5.759 -5.685 -5.665
H 4.641 -6.713 -5.376
C -5.179 2.677 -3.403
C -5.207 4.245 -3.410
C -5.322 4.863 -2.011
C -4.518 4.422 -0.912
N -3.801 4.016 -0.074
H -4.739 2.287 -4.321
H -6.159 2.243 -3.205
H -4.603 2.204 -2.608
H -6.058 4.648 -3.959
H -4.256 4.612 -3.793
H -6.367 4.856 -1.701
H -5.059 5.921 -2.043
C 2.483 1.730 -4.212
C 4.025 1.768 -4.657
C 4.844 0.466 -4.836
C 4.127 -0.549 -5.731
N 3.672 -1.268 -6.468
H 2.164 2.696 -3.821
H 2.436 0.987 -3.416
H 1.876 1.466 -5.078
H 4.391 2.532 -3.970
H 4.191 2.238 -5.626
H 4.934 0.008 -3.851
H 5.876 0.668 -5.122
C -7.146 -2.973 0.477
C -7.302 -2.352 -0.906
C -6.026 -2.159 -1.786
C -5.288 -0.958 -1.421
N -4.710 0.052 -1.159
H -8.047 -2.992 1.090
H -6.328 -2.520 1.038
H -7.005 -4.052 0.414
H -7.701 -1.343 -0.803
H -8.064 -2.960 -1.395
H -6.332 -1.993 -2.819
H -5.446 -3.082 -1.808
N 0.683 -0.200 7.003
C 1.450 0.824 6.571
C 2.143 0.413 5.461
C 1.848 -0.974 5.293
C 0.945 -1.335 6.328
H 0.143 -0.225 7.856
H 1.355 1.813 6.994
H 2.723 0.915 4.701
H 2.229 -1.785 4.689
H 0.527 -2.240 6.743
N 2.674 3.365 -0.584
C 2.098 4.501 -0.197
C 2.398 4.674 1.171
C 3.230 3.640 1.482
C 3.398 2.734 0.402
H 2.563 2.909 -1.478
H 1.684 5.171 -0.937
H 2.099 5.512 1.783
H 3.667 3.562 2.467
H 4.024 1.864 0.267
N -2.015 4.904 4.516
C -0.805 4.685 4.982
C -0.003 5.803 4.912
C -0.736 6.676 4.151
C -1.989 6.157 3.949
H -2.837 4.324 4.600
H -0.649 3.780 5.552
H 1.024 5.906 5.229
H -0.391 7.662 3.879
H -2.868 6.640 3.549
N 6.825 -0.764 0.431
C 6.500 -2.127 0.083
C 6.692 -2.156 -1.253
C 6.906 -0.849 -1.773
C 7.019 -0.063 -0.683
H 6.844 -0.524 1.412
H 6.223 -2.931 0.748
H 6.649 -3.017 -1.904
H 7.005 -0.572 -2.812
H 7.145 0.997 -0.523
N -5.463 -2.163 3.656
C -4.149 -1.896 3.591
C -3.502 -3.063 3.887
C -4.479 -4.011 4.062
C -5.718 -3.419 4.057
H -6.102 -1.396 3.806
H -3.762 -0.937 3.278
H -2.451 -3.280 4.012
H -4.436 -5.091 4.068
H -6.750 -3.739 4.043
N -6.604 2.842 5.157
C -5.514 2.596 5.912
C -4.406 2.504 5.119
C -4.861 2.681 3.784
C -6.249 2.948 3.840
H -7.585 2.819 5.395
H -5.627 2.500 6.982
H -3.416 2.303 5.500
H -4.267 2.777 2.887
H -6.945 3.192 3.051
N -1.396 -2.166 -3.585
C -0.202 -2.567 -4.041
C 0.530 -1.442 -4.504
C -0.205 -0.361 -4.051
C -1.412 -0.816 -3.502
H -1.964 -2.751 -2.989
H -0.082 -3.640 -4.038
H 1.520 -1.360 -4.928
H 0.149 0.659 -4.076
H -2.323 -0.392 -3.105
N -0.511 4.552 -5.591
C 0.339 5.188 -4.774
C -0.058 5.076 -3.506
C -1.258 4.376 -3.497
C -1.514 3.992 -4.756
H -0.426 4.377 -6.582
H 1.016 5.936 -5.159
H 0.431 5.527 -2.655
H -1.835 4.102 -2.627
H -2.225 3.283 -5.152
*
```

Summary:
ΔE to the lowest compared entry with this formula, charge and spin in kcal per mole: 65.9


Molecular formula: C3H9O4S
Method: DFT, the ωB97M-V functional and the def2-TZVPD basis

```
! RIJCOSX wB97M-V def2-TZVPD def2/J DEFGRID3
* xyz 1 1
C -3.896 -0.766 -0.780
C 2.339 2.372 0.886
C 0.980 -1.867 -0.733
O -0.619 0.113 1.107
O -3.038 0.039 -0.506
O 1.115 1.601 0.570
O 1.210 -0.403 -0.539
S 0.925 0.107 0.899
H -1.431 0.484 0.610
H -3.561 -1.770 -1.007
H -4.943 -0.605 -0.813
H 3.205 1.695 0.524
H 2.576 2.481 1.994
H 2.229 3.170 0.202
H 1.103 -2.484 0.198
H 1.867 -2.198 -1.349
H -0.058 -1.967 -1.264
*
```

Summary:
ΔE to the lowest compared entry with this formula, charge and spin in kcal per mole: 8.4


Molecular formula: C3H5N3
Method: DFT, the ωB97M-V functional and the def2-TZVPD basis

```
! RIJCOSX wB97M-V def2-TZVPD def2/J DEFGRID3
* xyz 0 1
C -0.018 -0.849 0.112
C -1.513 -0.736 -0.005
C -0.756 0.489 0.012
N 1.986 0.827 -0.182
N 0.993 -1.522 -0.003
N 2.487 -0.122 0.278
H -1.997 -1.091 -0.855
H -2.108 -1.151 0.776
H -0.810 1.149 0.853
H -0.613 1.209 -0.759
H 2.348 1.796 -0.227
*
```

Summary:
ΔE to the lowest compared entry with this formula, charge and spin in kcal per mole: 136.7


Molecular formula: C16H22Br18F4NO3S
Method: DFT, the ωB97M-V functional and the def2-TZVPD basis

```
! RIJCOSX wB97M-V def2-TZVPD def2/J DEFGRID3
* xyz 0 2
C 2.437 -3.188 1.825
C 2.736 -2.757 0.357
C 3.777 -3.741 -0.226
C 1.502 -2.835 -0.550
C 0.533 -1.649 -0.428
F 0.407 -1.044 -1.674
S -1.085 -2.446 -0.080
O -1.547 -2.989 -1.335
O -0.987 -3.358 1.028
C -2.338 -1.129 0.400
F -3.328 -1.125 -0.476
F -1.790 0.076 0.471
F -2.824 -1.433 1.564
C 0.955 -0.594 0.582
C 2.453 -0.232 0.560
C 2.788 0.446 1.902
C 2.724 0.808 -0.553
N 3.354 -1.403 0.288
O 4.481 -1.326 0.887
H 2.791 -2.441 2.540
H 1.355 -3.314 1.961
H 2.917 -4.145 2.036
H 4.627 -3.818 0.461
H 3.343 -4.745 -0.301
H 4.143 -3.397 -1.197
H 1.814 -2.870 -1.602
H 0.987 -3.790 -0.363
H 0.609 -0.867 1.591
H 0.412 0.322 0.324
H 2.068 1.259 2.048
H 2.729 -0.247 2.745
H 3.783 0.900 1.868
H 2.330 0.494 -1.522
H 2.278 1.774 -0.285
H 3.807 0.969 -0.623
C -0.109 -5.766 -2.985
Br 0.723 -6.004 -1.268
Br 1.136 -5.048 -4.259
Br -0.948 -7.374 -3.616
H -0.887 -5.025 -2.848
C -0.492 -2.049 -7.372
Br 0.044 -1.668 -5.565
Br 0.304 -0.820 -8.619
Br -0.133 -3.876 -7.852
H -1.562 -1.909 -7.424
C -0.019 1.516 6.174
Br -0.203 -0.255 5.442
Br 1.816 2.088 6.229
Br -1.118 2.788 5.246
H -0.366 1.478 7.197
C -3.532 3.632 -0.462
Br -3.774 1.774 -0.870
Br -1.758 3.997 0.186
Br -3.994 4.764 -1.951
H -4.211 3.873 0.344
C -0.055 6.458 3.582
Br -0.069 6.443 5.505
Br 1.027 5.041 2.853
Br -1.848 6.410 2.892
H 0.391 7.390 3.269
C -6.907 7.179 -1.532
Br -8.403 5.987 -1.335
Br -6.968 8.126 -3.204
Br -6.754 8.381 -0.039
H -6.016 6.569 -1.543
*
```

Summary:
Total energy in hartree: -48033.07719
Expectation value of S²: 0.754


Molecular formula: C10H17OP
Method: DFT, the ωB97M-V functional and the def2-TZVPD basis

```
! RIJCOSX wB97M-V def2-TZVPD def2/J DEFGRID3
* xyz 0 1
C -0.282 3.456 0.354
C -0.658 1.981 0.215
C -1.212 1.597 -0.961
C -1.770 0.175 -1.145
C -0.882 -0.988 -1.014
C -1.808 -0.646 0.122
C -2.817 -1.593 0.570
C -1.181 0.022 1.245
C -0.467 1.147 1.315
H -0.838 4.047 -0.350
H 0.777 3.528 -0.012
H -0.349 3.852 1.390
H -1.389 2.408 -1.620
H -2.498 0.030 -1.874
H -0.903 -2.003 -1.508
H 0.177 -0.619 -0.747
H -3.441 -1.849 -0.319
H -3.495 -1.166 1.425
H -2.373 -2.418 0.901
H -1.307 -0.599 2.182
H -0.079 1.526 2.287
C 3.053 -1.763 -0.792
P 3.023 -0.352 0.463
O 2.900 1.053 0.095
H 2.935 -2.523 -0.109
H 4.019 -1.955 -1.344
H 2.411 -1.710 -1.656
H 4.058 -0.802 1.414
H 1.883 -0.806 0.979
*
```

Summary:
ΔE to the lowest compared entry with this formula, charge and spin in kcal per mole: 40.3


Molecular formula: C25H32N2O5
Method: DFT, the ωB97M-V functional and the def2-TZVPD basis

```
! RIJCOSX wB97M-V def2-TZVPD def2/J DEFGRID3
* xyz 0 1
C -4.296 -3.014 0.644
C -3.678 -3.189 -0.736
O -2.311 -2.781 -0.764
C -1.412 -3.652 -0.275
O -1.710 -4.730 0.181
C -0.026 -3.140 -0.364
C 0.296 -1.998 -1.096
C 1.601 -1.561 -1.150
C 2.606 -2.246 -0.464
N 3.896 -1.720 -0.506
C 4.866 -1.844 0.444
O 4.937 -2.725 1.267
C 5.895 -0.706 0.378
O 5.377 0.484 -0.168
C 4.177 0.940 0.339
C 3.684 0.631 1.593
C 2.412 1.039 1.967
C 1.625 1.767 1.096
C 0.199 2.120 1.411
N -0.661 1.571 0.371
C -2.089 1.683 0.633
C -2.555 3.124 0.408
C -4.065 3.247 0.586
C -4.800 2.310 -0.367
C -4.348 0.872 -0.136
C -2.839 0.750 -0.319
C 2.136 2.122 -0.150
C 3.396 1.713 -0.544
O 3.948 1.946 -1.770
C 3.253 2.783 -2.662
C 2.290 -3.394 0.260
C 0.983 -3.833 0.302
H -5.351 -3.270 0.603
H -3.801 -3.670 1.355
H -4.192 -1.985 0.976
H -3.740 -4.237 -1.045
H -4.173 -2.553 -1.473
H -0.480 -1.462 -1.620
H 1.851 -0.671 -1.710
H 4.011 -0.940 -1.144
H 6.307 -0.560 1.384
H 6.716 -0.997 -0.286
H 4.271 0.043 2.281
H 2.035 0.763 2.940
H -0.068 1.750 2.416
H 0.079 3.209 1.410
H -0.423 0.590 0.245
H -2.329 1.395 1.677
H -2.053 3.792 1.110
H -2.272 3.422 -0.603
H -4.373 4.279 0.407
H -4.329 2.994 1.616
H -4.583 2.597 -1.398
H -5.878 2.392 -0.214
H -4.859 0.202 -0.830
H -4.616 0.571 0.880
H -2.570 1.018 -1.344
H -2.522 -0.282 -0.150
H 1.499 2.682 -0.814
H 3.895 2.877 -3.536
H 3.081 3.774 -2.230
H 2.294 2.348 -2.961
H 3.066 -3.919 0.790
H 0.719 -4.720 0.857
*
```

Summary:
ΔE to the lowest compared entry with this formula, charge and spin in kcal per mole: 12.7


Molecular formula: C19H58B4OPRbV
Method: DFT, the ωB97M-V functional and the def2-TZVPD basis

```
! RIJCOSX wB97M-V def2-TZVPD def2/J DEFGRID3
* xyz 0 4
Rb -22.133 -29.695 6.583
V -17.992 -29.112 4.180
C -20.234 -33.575 -0.392
C -20.514 -32.794 0.907
C -21.424 -31.587 0.567
C -21.944 -30.829 1.808
P -22.557 -29.194 1.430
C -21.339 -27.897 1.133
C -20.112 -28.363 0.352
C -19.031 -27.277 0.214
C -19.455 -25.937 -0.385
C -23.611 -28.772 2.836
C -24.177 -27.349 2.958
C -24.480 -26.920 4.400
C -25.410 -25.706 4.511
C -23.729 -29.253 0.029
C -24.793 -30.340 0.206
C -25.185 -30.958 -1.130
C -25.801 -29.932 -2.073
H -19.167 -33.728 -0.539
H -20.721 -33.110 -1.247
H -20.656 -34.577 -0.275
H -19.571 -32.416 1.290
H -21.081 -33.387 1.624
H -22.269 -31.972 -0.014
H -20.875 -30.942 -0.124
H -21.152 -30.776 2.564
H -22.723 -31.441 2.267
H -21.112 -27.351 2.047
H -21.923 -27.183 0.535
H -20.389 -28.713 -0.648
H -19.621 -29.191 0.870
H -18.191 -27.666 -0.359
H -18.729 -27.083 1.247
H -20.264 -25.476 0.184
H -19.709 -25.997 -1.446
H -18.589 -25.274 -0.350
H -23.057 -28.972 3.753
H -24.432 -29.496 2.802
H -25.106 -27.158 2.414
H -23.448 -26.658 2.522
H -23.547 -26.676 4.915
H -24.975 -27.751 4.914
H -26.463 -26.001 4.509
H -25.306 -25.019 3.670
H -25.256 -25.168 5.444
H -23.196 -29.310 -0.917
H -24.187 -28.270 0.183
H -25.726 -29.951 0.628
H -24.490 -31.087 0.944
H -25.872 -31.792 -0.973
H -24.318 -31.431 -1.603
H -25.933 -30.321 -3.087
H -25.290 -28.972 -2.146
H -26.852 -29.683 -1.877
B -20.372 -28.784 4.291
H -19.649 -28.638 5.142
H -20.610 -29.911 4.358
H -21.346 -28.171 4.340
H -19.785 -28.468 3.348
B -19.526 -31.538 7.364
H -20.219 -32.468 7.110
H -19.906 -30.896 8.271
H -18.422 -31.863 7.613
H -19.520 -30.875 6.397
B -18.068 -31.147 3.139
H -17.182 -30.440 2.922
H -17.955 -32.169 2.582
H -18.137 -31.292 4.286
H -19.051 -30.639 2.723
B -16.842 -27.491 3.242
H -17.669 -28.023 2.639
H -17.349 -26.937 4.124
H -16.304 -28.404 3.696
H -16.173 -26.854 2.532
C -21.760 -24.191 5.668
C -21.514 -24.562 4.226
O -22.218 -24.150 3.328
C -20.296 -25.385 3.963
H -21.688 -25.099 6.263
H -22.704 -23.648 5.699
H -21.020 -23.453 5.983
H -20.365 -26.332 4.520
H -19.393 -24.914 4.357
H -20.126 -25.740 2.949
*
```

Summary:
Total energy in hartree: -2242.53647
Expectation value of S²: 3.757